Entry 1
15
Properties=species:S:1:pos:R:3 method="wB97M-V/def2-TZVPD" charge=+1 lumo_energy_ev="-8.351 / -8.374" homo_lumo_gap_ev="5.153 / 5.207"
C -1.0512 -0.7521 -1.4938
C 1.2802 1.2433 0.3836
C -1.0414 -0.0226 -0.0863
C 0.3660 0.0497 0.4035
N 1.3957 -2.0925 0.3041
N 0.9431 -1.0953 0.4610
I -0.2398 0.0371 3.5257
H -1.9216 -0.3020 -1.8546
H -0.2185 -0.5143 -2.0369
H -1.3397 -1.8296 -1.3387
H 1.4082 1.5554 1.4634
H 2.3469 0.9419 0.0455
H 1.1059 2.1977 -0.0624
H -1.2466 0.9670 -0.3014
H -1.7874 -0.3838 0.5875

=====

Entry 2
15
Properties=species:S:1:pos:R:3 method="wB97M-V/def2-TZVPD" charge=+1 lumo_energy_ev=-3.809 smiles="C[C@H]1C[NH+]=C(I)N1" homo_lumo_gap_ev=10.579
C 1.3350 -0.6048 0.9908
C 0.5856 0.2104 -1.0196
C -0.6296 -0.1785 -0.1990
C -1.8278 0.7520 -0.2747
N -0.0986 -0.5522 1.1329
N 1.7251 -0.0286 -0.0994
I 2.6301 -1.3170 2.4243
H 0.7676 -0.3802 -1.9138
H 0.6731 1.1851 -1.2508
H -0.9250 -1.0884 -0.5625
H -2.2990 0.6716 -1.2365
H -1.5192 1.7614 0.0837
H -2.5109 0.4891 0.5480
H -0.6843 -1.0836 1.7063
H 2.7778 0.1637 -0.3297

=====

It is entry 2 that is most stable; the runner-up trails by 0.1634 hartree.

=====

Entry 1
127
Properties=species:S:1:pos:R:3 method="wB97M-V/def2-TZVPD" charge=0 lumo_energy_ev=-0.077 smiles=COC[C@H](C)N.OCCO.OCCO.OCCO.OCCO.OCCO.OCCO.OCCO.OCCO.OCCO.OCCO.OCCO homo_lumo_gap_ev=9.235
C 6.1720 -14.3316 31.2010
C 4.7406 -14.0364 31.5295
C 4.0604 -15.1944 32.2677
O 4.9317 -15.7756 33.2721
C 4.3483 -16.8309 33.9258
N 4.6894 -12.7713 32.1637
H 6.3438 -15.2601 30.6566
H 6.7850 -14.4302 32.0969
H 6.5576 -13.4760 30.6466
H 4.2308 -13.7144 30.6215
H 3.9451 -15.9919 31.5336
H 3.1571 -14.8676 32.7828
H 5.0395 -17.2331 34.6665
H 4.0548 -17.6102 33.2226
H 3.4854 -16.5045 34.5064
H 5.6119 -12.5418 32.5049
H 4.0982 -12.7860 32.9825
C 15.2462 -11.9043 32.4879
C 16.3081 -12.9141 32.1001
O 16.4699 -13.9265 33.1100
O 13.9689 -12.5360 32.3815
H 15.1947 -11.1106 31.7425
H 15.4984 -11.4701 33.4554
H 17.2676 -12.3973 32.0806
H 16.1740 -13.4529 31.1621
H 15.5819 -14.1420 33.4044
H 13.3240 -11.8641 32.6143
C 10.7225 -18.6230 36.3613
C 10.4057 -17.6347 35.2066
O 11.6614 -17.4101 34.5047
O 9.8066 -18.5126 37.4351
H 11.6628 -18.3342 36.8309
H 10.6867 -19.6658 36.0459
H 10.1207 -16.6299 35.5183
H 9.6249 -18.0096 34.5449
H 11.6803 -16.4931 34.2211
H 10.1252 -17.8515 38.0540
C 17.7534 -17.5078 39.1602
C 18.0660 -16.7906 40.5225
O 19.3048 -17.2423 41.0645
O 17.3936 -18.8494 39.3837
H 18.6202 -17.5444 38.5003
H 17.0452 -16.8729 38.6278
H 17.4230 -17.0157 41.3734
H 18.1528 -15.7093 40.4160
H 19.3532 -18.1909 40.9251
H 17.1186 -19.2656 38.5635
C 20.3451 -7.6381 35.7374
C 21.0137 -8.7514 36.5254
O 22.2073 -9.1679 35.8143
O 19.1292 -7.1635 36.3749
H 20.0423 -8.1529 34.8256
H 21.0421 -6.8347 35.4989
H 20.3496 -9.5916 36.7282
H 21.3072 -8.2924 37.4695
H 22.7106 -9.7960 36.3376
H 18.7453 -6.4866 35.8127
C 15.0076 -21.8120 32.1866
C 15.2975 -21.2751 30.7721
O 16.6461 -21.4764 30.3583
O 15.4370 -20.9467 33.2793
H 15.4302 -22.8070 32.3266
H 13.9264 -21.8888 32.3011
H 15.1327 -20.2017 30.8663
H 14.6484 -21.6776 29.9945
H 17.1165 -20.7094 30.6931
H 14.8701 -20.1725 33.3046
C 10.3089 -6.8212 33.6015
C 9.3266 -5.5866 33.5039
O 10.0253 -4.3455 33.3931
O 9.7467 -8.0935 33.8667
H 11.0008 -6.6600 34.4282
H 10.9988 -6.9313 32.7649
H 8.6903 -5.5475 34.3881
H 8.6482 -5.6969 32.6579
H 9.3605 -3.6737 33.2248
H 9.1819 -8.0307 34.6404
C 22.9864 -10.0799 28.7048
C 24.0885 -9.6768 27.7389
O 23.9330 -8.2881 27.4330
O 21.9203 -10.7056 27.9065
H 22.4774 -9.3037 29.2762
H 23.2723 -10.9319 29.3217
H 24.0832 -10.3232 26.8613
H 25.0650 -9.8753 28.1808
H 23.8667 -7.9132 28.3143
H 21.3923 -9.9656 27.5978
C 20.9348 -18.3459 24.9035
C 20.5620 -16.8698 25.3162
O 21.7137 -16.2589 25.7148
O 21.8814 -18.3453 23.8006
H 19.9957 -18.8622 24.7046
H 21.3983 -18.9542 25.6801
H 19.9108 -16.8396 26.1898
H 20.2008 -16.3252 24.4439
H 21.4671 -15.3842 26.0240
H 22.5890 -17.7913 24.1382
C 22.5947 -17.7554 32.3113
C 23.7169 -18.1615 31.4337
O 24.8823 -17.8897 32.1170
O 21.3545 -17.9847 31.6867
H 22.6290 -16.6793 32.4812
H 22.6745 -18.2764 33.2654
H 23.6987 -17.6512 30.4707
H 23.7062 -19.2217 31.1808
H 25.3365 -17.2357 31.5807
H 20.6993 -17.6286 32.2913
C 14.2575 -9.7911 40.6354
C 13.2026 -9.4706 39.4554
O 11.9020 -9.3305 39.8891
O 14.2182 -11.1399 41.2293
H 13.9727 -9.1892 41.4984
H 15.3009 -9.5760 40.4049
H 13.2451 -10.1037 38.5692
H 13.6112 -8.5706 38.9958
H 11.6355 -8.4145 39.7820
H 14.6170 -11.1476 42.1025
C 13.5049 -15.2906 25.8837
C 12.4611 -14.3312 25.2789
O 11.2045 -14.9699 25.3109
O 13.9786 -16.1367 24.9669
H 13.1415 -15.7249 26.8151
H 14.2706 -14.5630 26.1526
H 12.7692 -14.0300 24.2777
H 12.4437 -13.4304 25.8924
H 10.4682 -14.4613 24.9634
H 13.3360 -16.7426 24.5908

=====

Entry 2
127
Properties=species:S:1:pos:R:3 method="wB97M-V/def2-TZVPD" charge=0 lumo_energy_ev=0.366 smiles=COC[C@H](C)N.OCCO.OCCO.OCCO.OCCO.OCCO.OCCO.OCCO.OCCO.OCCO.OCCO.OCCO homo_lumo_gap_ev=9.625
C -2.0745 3.3851 -2.0505
C -3.2689 2.8229 -2.8147
C -4.5544 2.8438 -1.9531
O -4.4656 1.9806 -0.8587
C -5.7002 1.5487 -0.3312
N -3.6019 3.7952 -3.8154
H -1.7937 2.7430 -1.2157
H -2.2385 4.3806 -1.6380
H -1.2916 3.4127 -2.8084
H -3.1171 1.8239 -3.2235
H -5.4080 2.5686 -2.5727
H -4.6340 3.8903 -1.6587
H -6.3983 2.3219 -0.0103
H -5.5398 0.8996 0.5297
H -6.2170 0.9776 -1.1025
H -4.5602 3.6388 -4.0934
H -3.5999 4.7708 -3.5541
C -2.4007 -6.2917 1.2861
C -1.3567 -5.1972 1.0301
O -1.0740 -5.0492 -0.3397
O -2.7718 -6.3139 2.6384
H -2.0103 -7.2713 1.0101
H -3.2809 -6.2487 0.6447
H -0.4361 -5.4768 1.5424
H -1.5664 -4.2127 1.4484
H -0.3821 -4.3892 -0.4249
H -3.4858 -6.9456 2.7515
C 3.6968 1.9402 3.1347
C 2.8655 3.1940 3.1972
O 3.4631 4.3035 2.4484
O 4.8986 1.9267 3.9154
H 4.0004 1.6111 2.1409
H 3.0178 1.1793 3.5195
H 2.7364 3.5127 4.2315
H 1.8357 3.0188 2.8861
H 3.0797 5.1489 2.6934
H 5.6180 2.2608 3.3745
C 2.2269 -4.5628 0.2606
C 2.8393 -4.6173 1.5893
O 3.9584 -3.7001 1.5445
O 1.4731 -3.3556 0.1698
H 1.5762 -5.4174 0.0753
H 3.0025 -4.5944 -0.5046
H 3.2133 -5.6291 1.7458
H 2.0737 -4.3932 2.3320
H 4.6129 -3.9903 0.9050
H 2.0090 -2.6951 -0.2751
C 4.9257 -2.3064 -2.0768
C 3.6400 -2.3481 -2.9687
O 2.6626 -1.4420 -2.4032
O 5.6308 -1.0450 -2.2032
H 5.5885 -3.1410 -2.3056
H 4.6279 -2.3099 -1.0283
H 3.3323 -3.3783 -3.1477
H 3.9041 -2.0977 -3.9962
H 1.8191 -1.5047 -2.8573
H 5.1371 -0.2383 -2.0384
C 3.7654 2.3296 -1.8048
C 2.9909 2.2443 -3.1392
O 2.0068 1.2545 -3.1485
O 4.2587 1.0298 -1.3787
H 3.0481 2.6036 -1.0312
H 4.6139 3.0135 -1.8269
H 3.5855 2.1268 -4.0452
H 2.5407 3.2129 -3.3567
H 2.3607 0.4179 -2.8379
H 3.5326 0.5070 -1.0308
C -3.5079 2.9348 2.7991
C -2.9221 1.6657 2.0436
O -3.6783 0.5789 2.6151
O -2.6472 4.0273 2.5617
H -3.5121 2.8712 3.8873
H -4.5249 3.0562 2.4262
H -1.8612 1.5968 2.2840
H -2.9456 1.6640 0.9538
H -3.6720 -0.1537 1.9947
H -3.1578 4.7101 3.0028
C -4.4954 -1.8229 -1.0559
C -3.5346 -2.5450 -0.0168
O -3.2848 -1.7685 1.1483
O -3.8834 -0.6931 -1.6633
H -5.3739 -1.4928 -0.5016
H -4.7613 -2.5537 -1.8196
H -2.5978 -2.7216 -0.5453
H -4.0046 -3.4993 0.2209
H -2.3699 -1.5068 1.2749
H -3.9020 0.0743 -1.0868
C -0.7421 -0.3380 -3.6766
C -0.5377 0.1827 -5.0235
O -1.4066 -0.4983 -5.9388
O -0.0055 -1.5372 -3.5019
H -1.7977 -0.4538 -3.4308
H -0.3088 0.2815 -2.8913
H 0.5034 0.0450 -5.3154
H -0.6146 1.2700 -5.0271
H -0.8809 -1.1567 -6.3990
H -0.5433 -2.2457 -3.8632
C 0.8467 5.4700 -0.2041
C -0.1411 5.2560 0.9935
O -0.4145 3.9121 1.1817
O 2.0996 4.8264 0.0211
H 0.9255 6.5200 -0.4858
H 0.4232 5.0121 -1.0979
H -1.0818 5.7785 0.8198
H 0.3020 5.5578 1.9426
H -1.2379 3.9291 1.6752
H 2.0038 3.9740 0.4523
C 1.1353 -2.0644 3.9429
C 2.0320 -2.4823 5.1376
O 2.5728 -3.7611 4.9064
O 1.9681 -1.7802 2.8030
H 0.6647 -1.0876 4.0546
H 0.4090 -2.8452 3.7172
H 1.4481 -2.6302 6.0461
H 2.7899 -1.7531 5.4237
H 3.4678 -3.6914 4.5663
H 2.5792 -2.5126 2.6942
C -0.1703 -0.2236 0.1913
C 0.9131 0.8184 0.7341
O 2.1579 0.2427 0.9894
O -0.4641 -1.2326 1.1296
H 0.2150 -0.6766 -0.7222
H -1.0822 0.3131 -0.0702
H 0.5151 1.2924 1.6314
H 0.9018 1.5811 -0.0445
H 2.0158 -0.3025 1.7667
H 0.2358 -1.8882 1.1735

=====

It is entry 2 that is most stable; the runner-up trails by 0.1752 hartree.

=====

Entry 1
10
Properties=species:S:1:pos:R:3 method="wB97M-V/def2-TZVPD" charge=0 lumo_energy_ev=0.292 homo_lumo_gap_ev=8.791
C 1.5681 -0.2935 -1.0306
C 0.2222 -0.0409 0.8312
N -1.1434 0.0472 -0.0584
O 2.6328 -0.4250 -0.5770
O 0.6906 -0.0602 -1.7724
F 0.4445 1.2593 1.4913
H -0.1635 -0.5450 1.7463
H -2.0252 0.4315 0.3878
H -0.9470 0.5707 -0.8530
H -1.2791 -0.9440 -0.1651

=====

Entry 2
10
Properties=species:S:1:pos:R:3 method="wB97M-V/def2-TZVPD" charge=0 lumo_energy_ev=0.691 smiles="NC(=O)[C@@H](O)F" homo_lumo_gap_ev=10.903
C -0.3180 1.0164 -0.0664
C 1.1583 0.8269 -0.0510
N -1.2444 -0.5288 -0.1253
O -0.8649 2.0207 -0.0668
O 1.5685 0.2146 1.1908
F 1.5818 0.0472 -1.1377
H 1.6802 1.6984 -0.1895
H -0.6924 -1.1257 -0.8374
H -2.1069 -0.1981 -0.5320
H 0.9994 -0.4602 1.4359

=====

It is entry 2 that is most stable; the runner-up trails by 0.0296 hartree.

=====

Entry 1
8
Properties=species:S:1:pos:R:3 method="wB97M-V/def2-TZVPD" charge=0 lumo_energy_ev="-0.932 / -0.933" smiles="C=CC=S" homo_lumo_gap_ev="7.721 / 7.720"
C -0.9431 0.6530 0.6992
C 0.2318 0.6715 0.0142
C 0.7823 -0.7497 -0.6286
S 1.8618 -1.7316 -1.5591
H -1.2535 1.4610 1.3499
H -1.5209 -0.3517 0.7138
H 0.8807 1.4136 -0.1369
H -0.0391 -1.3661 -0.4526

=====

Entry 2
8
Properties=species:S:1:pos:R:3 method="wB97M-V/def2-TZVPD" charge=0 lumo_energy_ev="-0.110 / -0.408" homo_lumo_gap_ev="8.348 / 7.419"
C -0.5188 0.9144 0.4860
C -0.9958 0.1149 1.4319
C 1.0572 -0.3703 -1.4671
S 0.0365 0.9486 -1.2312
H -1.3421 -0.8874 1.4184
H -1.0983 0.7027 2.3576
H 1.0762 -1.1656 -0.6966
H 1.7851 -0.2573 -2.2991

=====

It is entry 1 that is most stable; the runner-up trails by 0.0473 hartree.